Record 1
The following is a DFT calculation (ωB97M-V/def2-TZVPD) of a molecular structure, C26H22ClO3PZr in a non-equilibrium geometry.

```
54
Properties=species:S:1:pos:R:3:forces:R:3
Cl 1.216 -3.294 2.954 -1.4 0.9 -2.2
C -0.111 -3.970 -1.343 -1.3 0.1 0.1
C -1.313 -3.193 -1.577 0.4 -1.1 0.6
C -2.223 -3.488 -0.507 0.1 -0.2 -0.4
H -1.515 -2.594 -2.451 0.0 0.2 0.1
C -1.618 -4.458 0.359 0.4 -0.1 -0.5
C -0.311 -4.738 -0.155 -0.4 -0.1 0.1
H 0.389 -5.450 0.302 -0.3 0.5 -0.3
H 0.752 -4.018 -1.989 0.0 0.1 0.0
H -3.254 -3.129 -0.396 0.6 0.0 -0.1
C -2.244 -5.098 1.557 -0.1 -0.2 0.4
Zr -0.346 -2.336 0.435 1.8 0.4 1.7
C -1.537 -1.953 2.467 -2.1 1.5 4.3
O -2.012 -1.603 3.459 1.9 -1.5 -4.0
C 2.029 -2.442 0.047 3.5 0.6 -0.4
O 3.156 -2.340 -0.114 -3.5 -0.5 0.5
H -2.914 -4.409 2.086 0.1 -0.2 -0.2
H -1.479 -5.440 2.268 -0.2 0.1 -0.2
H -2.845 -5.975 1.258 0.3 0.4 0.0
O -0.515 -0.418 -0.164 0.2 -1.2 0.6
P 0.082 1.046 -0.204 -0.5 0.6 -0.5
C 1.532 1.117 0.841 0.5 -0.3 0.2
C 2.767 1.561 0.333 -0.1 0.1 0.1
C 3.876 1.668 1.174 -0.1 0.0 -0.1
C 3.781 1.308 2.520 -0.3 0.1 -0.3
C 2.573 0.816 3.018 -0.3 -0.2 0.0
C 1.456 0.711 2.188 0.1 -0.1 0.0
C 0.469 1.374 -1.914 0.3 0.4 -0.2
C 0.987 2.643 -2.245 0.0 0.0 -0.1
C 1.301 2.947 -3.570 -0.1 -0.2 0.2
C 1.088 1.988 -4.569 0.0 0.1 0.2
C 0.561 0.735 -4.240 0.1 0.2 0.0
C 0.249 0.425 -2.920 0.1 0.1 0.1
C -1.178 2.185 0.356 -0.2 -0.1 0.1
C -1.827 3.028 -0.562 0.3 0.1 0.3
C -2.616 4.076 -0.098 -0.1 -0.1 0.3
C -2.808 4.260 1.275 0.3 -0.3 0.0
C -2.249 3.351 2.186 -0.1 -0.2 0.0
C -1.459 2.294 1.731 -0.1 0.5 -0.1
H 2.853 1.821 -0.722 0.1 0.0 0.3
H 4.818 2.037 0.768 -0.3 -0.1 0.1
H 4.640 1.404 3.176 -0.1 0.0 -0.1
H 2.485 0.502 4.060 0.1 0.1 -0.4
H 0.533 0.276 2.588 0.4 0.3 0.0
H 1.147 3.396 -1.464 -0.1 -0.3 -0.3
H 1.708 3.931 -3.807 -0.1 -0.3 0.0
H 1.336 2.228 -5.607 -0.1 -0.1 0.4
H 0.389 -0.003 -5.019 0.0 0.1 0.1
H -0.168 -0.552 -2.671 0.1 0.3 -0.1
H -1.690 2.875 -1.626 0.1 0.2 0.1
H -3.073 4.758 -0.810 0.0 -0.1 0.1
H -3.397 5.102 1.643 0.2 -0.3 -0.1
H -2.418 3.471 3.260 0.0 -0.1 -0.4
H -1.053 1.568 2.437 0.0 0.4 -0.1
```
Forces are in eV/Å.

F_max in eV/A: 5.03
E_HOMO in eV: -14.99
Total charge: +2
HOMO-LUMO gap in eV: 7.0

---

Record 2
The following is a DFT calculation (ωB97M-V/def2-TZVPD) of a molecular structure, C26H22CrN7O2S in a non-equilibrium geometry.

```
59
Properties=species:S:1:pos:R:3:forces:R:3
Cr 0.156 -0.232 0.773 0.2 0.0 0.8
N -0.683 -3.789 -1.434 0.8 -2.0 0.6
C -0.556 -2.517 -1.118 -0.3 -1.1 -2.2
N -0.184 -2.187 0.069 0.1 2.7 0.3
C -0.021 -3.110 1.050 0.4 -0.9 1.4
N 0.193 -2.756 2.282 0.3 1.2 0.6
N 0.181 -1.370 2.387 0.0 0.7 1.7
C 0.378 -0.740 3.529 -0.1 -1.7 -1.3
C 0.265 0.710 3.557 -0.3 0.7 0.8
C 0.229 1.461 4.778 0.2 0.3 -2.5
C 0.067 2.848 4.612 -0.1 -0.5 1.4
C -0.035 3.386 3.357 -0.1 1.8 -0.5
C 0.025 2.597 2.218 -0.1 -0.4 0.7
N 0.129 1.263 2.310 0.2 0.2 0.5
C -0.074 -4.521 0.764 -0.6 -0.1 -0.3
C 0.076 -5.523 1.735 0.5 1.1 1.2
C -0.136 -6.823 1.386 0.1 -2.0 0.7
C -0.415 -7.166 0.050 0.0 -2.1 -0.1
C -0.468 -6.209 -0.891 0.0 1.1 -1.8
C -0.398 -4.878 -0.534 0.0 1.7 0.1
H -0.647 -4.045 -2.393 -0.6 0.0 -0.9
H -0.774 -1.856 -1.998 0.5 0.0 1.5
H 0.641 -1.301 4.419 -0.2 -0.1 0.1
H 0.361 1.044 5.762 -0.1 -0.4 -0.1
H 0.009 3.495 5.507 0.1 -0.4 -0.6
H -0.154 4.496 3.235 0.1 -1.3 0.1
H -0.015 3.094 1.265 -0.1 -0.4 -0.5
H 0.366 -5.182 2.763 -0.4 -0.7 -1.1
H -0.019 -7.639 2.142 -0.2 0.9 -0.7
H -0.583 -8.196 -0.405 0.5 1.1 1.5
H -0.455 -6.480 -1.933 -0.6 -0.1 -0.3
C -3.128 5.957 -3.444 0.2 2.6 0.3
C -2.495 4.697 -2.952 -0.3 0.2 0.3
C -3.047 4.075 -1.821 1.6 -1.4 0.0
C -2.456 2.895 -1.296 -0.1 1.5 -0.1
C -1.268 2.425 -1.921 -2.0 -0.6 1.9
C -0.766 3.028 -3.029 0.7 1.0 -0.7
C -1.336 4.170 -3.533 -1.0 0.0 0.8
S -0.518 0.951 -1.402 -1.3 -0.7 -1.7
O -1.440 0.314 -0.371 0.5 0.5 -0.4
O -0.229 0.166 -2.583 -0.2 0.1 0.5
N 0.753 1.130 -0.510 1.1 0.8 0.2
C 2.067 0.629 -0.650 -0.1 -0.8 0.6
C 3.060 0.907 -1.609 -1.5 -2.0 3.0
C 4.200 0.172 -1.412 2.0 -0.3 0.4
C 4.416 -0.664 -0.276 -0.3 -0.6 -1.1
C 3.361 -0.894 0.588 0.7 -0.1 0.5
N 2.202 -0.254 0.393 0.0 0.7 -0.7
H -3.735 5.868 -4.340 0.2 -0.5 -0.3
H -2.371 6.803 -3.663 -1.0 -1.5 0.3
H -3.852 6.420 -2.718 0.8 -0.7 -0.3
H -3.843 4.547 -1.276 -0.4 0.0 -0.1
H -2.925 2.531 -0.366 0.7 -0.4 -0.7
H 0.151 2.723 -3.470 0.5 -0.6 -0.3
H -0.850 4.669 -4.329 0.2 0.4 -0.8
H 2.738 1.484 -2.396 0.1 1.4 -1.9
H 5.055 0.263 -2.094 -0.5 0.0 0.1
H 5.315 -1.313 -0.230 -0.6 0.9 0.2
H 3.482 -1.573 1.466 -0.4 0.6 -0.9
```
Forces are in eV/Å.

Spin multiplicity: 4
F_max in eV/A: 3.96
E_HOMO (spin up / spin down) in eV: -14.06 / -14.13
Total charge: +2
HOMO-LUMO gap (spin up / spin down) in eV: 7.3 / 7.1

---

Record 3
The following is a DFT calculation (ωB97M-V/def2-TZVPD) of a molecular structure, C26H22I2IrO2 in a non-equilibrium geometry.

```
53
Properties=species:S:1:pos:R:3:forces:R:3
Ir -0.008 -0.082 -0.035 -0.2 0.7 1.7
C -3.027 -2.073 0.297 -0.1 -0.1 0.0
C -2.148 -1.034 0.915 -0.3 0.3 -0.4
C -2.391 0.324 0.678 -0.2 -0.7 -0.4
C -1.712 1.335 1.393 0.5 0.1 -0.2
C -2.117 2.762 1.235 0.0 0.1 -0.1
C -0.728 0.956 2.312 0.0 0.2 -0.3
C -0.415 -0.391 2.543 0.4 -0.4 -0.5
C 0.583 -0.778 3.583 0.1 0.0 0.1
C -1.113 -1.373 1.815 0.4 0.1 -0.4
H -3.407 -1.755 -0.671 0.1 0.0 0.0
H -3.892 -2.220 0.950 0.0 0.0 0.0
H -2.527 -3.035 0.202 0.0 0.0 0.0
H -3.179 0.601 -0.011 0.1 0.0 -0.1
H -2.909 2.981 1.958 0.0 0.0 0.0
H -2.522 2.952 0.243 0.0 0.0 0.0
H -1.295 3.447 1.432 0.0 0.0 0.0
H -0.240 1.718 2.908 0.1 0.0 -0.1
H 0.076 -0.867 4.548 0.0 0.0 0.0
H 1.363 -0.026 3.693 0.0 0.0 -0.1
H 1.039 -1.742 3.365 0.0 0.0 0.0
H -0.918 -2.418 2.021 0.1 0.0 -0.1
I 1.157 -2.247 -1.157 -0.1 1.7 0.5
C 2.997 -1.165 -1.166 0.2 -0.5 -0.4
C 4.036 -1.685 -1.886 -0.5 -0.2 0.1
C 5.267 -1.014 -1.888 0.2 0.3 0.1
C 5.405 0.157 -1.191 0.0 -0.3 -0.2
C 4.318 0.722 -0.487 -0.2 -0.1 0.1
C 4.432 1.979 0.144 -0.1 0.3 0.2
C 3.354 2.555 0.760 0.5 -0.3 0.1
C 2.140 1.852 0.850 -0.4 -0.2 0.0
C 1.978 0.622 0.260 -1.3 -0.1 -1.0
C 3.062 0.042 -0.450 0.0 0.1 0.2
H 3.915 -2.603 -2.446 0.1 0.0 0.0
H 6.097 -1.427 -2.444 0.0 0.0 0.0
H 6.355 0.674 -1.179 0.0 0.0 0.0
H 5.389 2.485 0.132 0.0 0.0 -0.1
H 3.430 3.545 1.188 0.0 0.0 0.1
H 1.322 2.318 1.383 0.0 0.1 -0.2
I 0.515 4.139 -8.025 -0.3 -0.6 1.0
C 0.016 3.179 -6.255 0.4 0.6 -1.2
C -1.320 2.807 -6.022 -0.5 -0.2 0.1
C -1.639 2.159 -4.853 -0.1 0.1 -0.2
C -0.637 1.903 -3.910 0.2 0.0 0.3
C 0.703 2.246 -4.164 0.0 0.2 -0.2
C 1.035 2.898 -5.325 0.3 -0.2 0.3
C -0.991 1.239 -2.587 -0.6 -0.5 0.2
O -2.119 0.820 -2.390 0.1 0.1 -0.3
O 0.005 1.172 -1.776 1.1 -0.8 1.1
H -2.088 3.029 -6.750 0.0 0.0 0.0
H -2.657 1.860 -4.646 0.0 0.0 0.1
H 1.453 2.013 -3.423 0.0 0.0 0.0
H 2.059 3.188 -5.518 0.0 0.0 -0.1
```
Forces are in eV/Å.

Spin multiplicity: 2
F_max in eV/A: 1.85
E_HOMO (spin up / spin down) in eV: -13.10 / -13.10
Total charge: +2
HOMO-LUMO gap (spin up / spin down) in eV: 6.2 / 3.3

---

Record 4
The following is a DFT calculation (ωB97M-V/def2-TZVPD) of a molecular structure, C26H22MoN6O3S.

```
59
Properties=species:S:1:pos:R:3:forces:R:3
Mo 1.174 0.260 -0.368 -0.2 0.5 0.0
C 2.079 1.315 -3.387 0.0 0.0 0.0
O 1.060 0.831 -2.494 -0.1 0.0 0.0
C -0.099 0.286 -3.049 0.1 0.0 -0.1
C -0.246 -0.008 -4.389 0.0 0.0 0.0
C -1.458 -0.531 -4.827 0.0 0.0 0.0
C -2.503 -0.744 -3.941 0.0 0.0 0.0
C -2.349 -0.435 -2.598 0.0 0.0 0.0
C -1.142 0.070 -2.149 -0.1 0.0 0.0
N -0.859 0.435 -0.799 0.1 -0.2 0.0
N -1.824 0.961 -0.162 0.0 0.1 0.0
C -1.543 1.634 0.984 -0.1 0.0 0.2
C -0.281 2.208 1.262 0.1 0.0 0.0
O 0.798 1.992 0.549 0.1 -0.4 -0.2
C -0.159 3.127 2.344 -0.1 0.0 0.1
C -1.217 3.412 3.139 0.0 0.0 0.0
C -2.505 2.836 2.912 0.0 0.0 0.0
C -3.596 3.141 3.748 0.0 0.0 0.0
C -4.831 2.599 3.505 0.0 0.0 0.0
C -5.007 1.733 2.416 0.0 0.0 0.0
C -3.954 1.416 1.593 0.0 0.0 0.0
C -2.680 1.965 1.824 0.0 -0.1 -0.1
H 1.641 2.033 -4.077 0.0 0.0 0.0
H 2.526 0.481 -3.928 0.0 0.0 0.0
H 2.821 1.791 -2.755 0.0 0.0 0.0
H 0.556 0.164 -5.093 0.0 0.0 0.0
H -1.580 -0.769 -5.875 0.0 0.0 0.0
H -3.441 -1.148 -4.295 0.0 0.0 0.0
H -3.152 -0.577 -1.887 0.0 0.0 0.0
H 0.812 3.573 2.506 0.0 0.0 0.0
H -1.100 4.098 3.970 0.0 0.0 0.0
H -3.444 3.814 4.583 0.0 0.0 0.0
H -5.668 2.837 4.148 0.0 0.0 0.0
H -5.983 1.308 2.223 0.0 0.0 0.0
H -4.098 0.744 0.759 0.0 0.0 0.0
O 1.507 -1.609 -1.076 0.1 0.1 0.0
N 2.733 -2.005 -1.493 -0.2 0.0 0.1
C 2.775 -3.172 -2.178 0.0 0.0 0.0
C 3.965 -3.674 -2.610 0.0 0.0 0.0
C 5.137 -2.958 -2.321 0.0 0.0 0.0
C 5.064 -1.784 -1.624 0.0 0.0 0.0
C 3.828 -1.273 -1.183 0.0 0.0 0.0
S 3.663 0.184 -0.301 0.1 0.0 0.0
H 1.810 -3.629 -2.334 0.0 0.0 0.0
H 3.982 -4.603 -3.158 0.0 0.0 0.0
H 6.097 -3.334 -2.649 0.0 0.0 0.0
H 5.949 -1.212 -1.385 0.0 0.0 0.0
N -0.951 -3.112 3.337 0.0 0.0 0.0
C -0.100 -2.081 3.124 0.0 0.0 -0.1
C 0.118 -1.568 1.830 0.0 0.0 0.1
N 0.972 -0.575 1.636 0.0 0.0 -0.1
C 1.632 -0.069 2.690 0.0 0.0 0.0
C 1.393 -0.582 3.948 0.0 0.0 0.0
N 0.539 -1.573 4.173 0.0 0.0 0.0
H -1.559 -3.447 2.613 0.0 0.0 0.0
H -1.148 -3.369 4.289 0.0 0.0 0.0
H -0.396 -1.962 0.963 0.0 0.0 0.0
H 2.330 0.734 2.507 0.0 0.0 0.0
H 1.911 -0.178 4.808 0.0 0.0 0.0
```
Forces are in eV/Å.

Spin multiplicity: 2
F_max in eV/A: 0.51
E_HOMO (spin up / spin down) in eV: -10.04 / -10.11
Total charge: +1
HOMO-LUMO gap (spin up / spin down) in eV: 6.7 / 6.6

---

Relative energy (zero: lowest compared OMol25 entry of this formula, charge and spin)
In order: 0.0000, 0.0649, 1.6312, 0.0376
Unit: eV
E_tot
In order: -56541.2555, -81087.8998, -50437.5432, -55087.6037
Unit: eV